Density functional theory data (wB97M-V/def2-TZVPD) for an isolated ion of composition H2NO2S and charge -1.

Values from the calculation:
net charge = -1

Atoms and positions in Å:
N1 -0.6250 -0.6308 0.8892
O1 0.6079 -0.7255 0.6609
O2 0.4206 2.0029 -0.7469
S1 1.3334 0.7472 -0.5651
H1 -0.8382 0.2597 1.4098
H2 1.0554 0.0012 -1.6396

Quick look at the Löwdin charges, all values in e: number 1, N, carries -0.221; number 2, O, carries -0.562; number 3, O, carries -0.772; number 4, S, carries 0.701; number 5, H, carries -0.022; number 6, H, carries -0.123

***

Density functional theory data (wB97M-V/def2-TZVPD) for one molecule with the formula C2H4P2.

Atoms and positions in Å:
C1 -0.7150 1.2211 -0.8742
C2 -0.7682 0.2134 -0.0536
P1 0.9545 -1.8755 0.7458
P2 0.9150 0.0279 1.3726
H1 -1.2879 1.3147 -1.7668
H2 0.2625 1.8553 -0.7633
H3 -1.5045 -0.5660 0.0905
H4 2.1435 -2.1909 1.2490

Quick look at the Löwdin charges, all values in e: number 1, C, carries -0.155; number 2, C, carries -0.447; number 3, P, carries 0.353; number 4, P, carries 0.430; number 5, H, carries 0.034; number 6, H, carries 0.069; number 7, H, carries 0.009; number 8, H, carries -0.292

***

Summary of maximum force in eV/Å
2.9, 3.7
(order as listed above)
Summary of energy relative to the best compared isomer or geometry (same formula, charge and spin) in kcal per mole
102.7, 37.1
(order as listed above)